Entry from the OMol25 dataset: a 2-piece molecular cluster, C23H17N2O4S2 overall (wB97M-V/def2-TZVPD).

```
48
Properties=species:S:1:pos:R:3:forces:R:3
C -0.8067 -4.6792 -1.6528 0.2 0.4 0.3
C -0.1273 -3.7912 -2.5014 -0.2 0.2 0.6
C 0.2934 -2.5434 -2.0136 -0.2 -0.3 -0.1
C 0.0485 -2.1834 -0.6871 -0.5 -0.5 -0.4
S 0.6515 -0.6415 0.0022 0.5 0.1 1.3
C -0.3606 0.8137 -0.3432 -1.0 -0.7 0.1
C -0.0134 1.8904 0.3622 -1.4 0.1 -1.7
S -1.7252 0.7673 -1.5228 0.7 0.4 -0.4
C -3.1614 -0.1695 -0.9468 -0.7 -0.1 0.2
C -3.3728 -1.4805 -1.3823 0.6 -0.3 0.4
C -4.3904 -2.2666 -0.8295 0.0 0.5 -0.2
C -5.3033 -1.6895 0.0558 0.2 0.0 -0.3
C -5.1983 -0.3353 0.3655 0.0 0.4 -0.1
C -4.1461 0.4292 -0.1508 0.5 0.1 0.5
O -2.1495 2.1381 -1.6689 -0.2 -0.2 0.0
O -1.2167 0.0187 -2.6490 -0.2 0.0 -0.1
O 0.5162 -0.7927 1.4349 -0.5 -0.5 -0.9
O 1.9500 -0.3643 -0.5666 -0.7 -0.4 -0.3
C -0.6363 -3.0687 0.1550 -0.3 0.1 -0.1
C -1.0777 -4.3079 -0.3245 0.2 0.1 -0.4
H -1.1070 -5.6674 -2.0079 0.0 0.3 0.0
H 0.0491 -4.0574 -3.5433 0.0 0.1 0.3
H 0.7766 -1.8383 -2.6731 0.1 0.0 0.0
H -0.5003 2.8261 0.0564 0.0 -0.3 0.5
H 0.7736 1.7928 1.1507 0.0 0.1 -0.3
H -2.6868 -1.9133 -2.1049 0.0 0.0 0.2
H -4.4544 -3.3177 -1.1156 -0.1 0.3 0.1
H -6.1200 -2.2752 0.4678 0.2 0.0 0.0
H -5.9374 0.1449 1.0219 0.4 -0.3 -0.4
H -4.0418 1.4855 0.1080 -0.1 -0.3 0.0
H -0.8729 -2.7580 1.1691 0.2 -0.1 -0.1
H -1.6406 -4.9799 0.3335 0.3 0.3 -0.3
C 2.0756 1.5234 2.1343 2.7 0.5 1.1
C 1.6008 1.9833 3.4112 -0.8 0.2 1.0
N 1.1410 2.2516 4.4554 0.6 -0.1 -1.5
C 3.0262 2.4426 1.3898 -0.3 0.0 0.5
C 3.9524 1.9278 0.4668 0.2 0.0 -0.2
C 4.8946 2.7486 -0.1687 -0.6 -0.2 0.2
C 4.8817 4.1235 0.0660 0.2 -0.1 0.5
C 3.9577 4.6592 0.9749 -0.2 -0.2 0.0
C 3.0309 3.8314 1.6299 0.2 0.0 -0.3
C 2.6759 0.2348 2.3494 1.3 -2.0 1.2
N 3.2117 -0.7670 2.6644 -1.1 2.1 -1.0
H 3.9452 0.8517 0.2863 0.1 0.3 0.0
H 5.6316 2.3063 -0.8492 -0.3 0.2 0.3
H 5.6770 4.7383 -0.3577 -0.4 0.0 0.0
H 3.9643 5.7362 1.1760 0.0 -0.4 0.0
H 2.3215 4.2226 2.3723 0.4 0.0 -0.4
```
Forces are in eV/Å.

**Relative energy (zero: lowest compared OMol25 entry of this formula, charge and spin)**: 240.9 kJ/mol
**Molecular weight**: 449.533 g mol⁻¹
**LUMO level**: 2.07 eV
**Electronic energy**: -2093.4304 Eh
**Charge**: -1
**Orbital gap**: 5.9 eV
**2S+1**: 1

Mulliken atomic charge list, values in e, 4 entries: -0.335, -0.815, -0.140, -0.096